This record from the OMol25 dataset describes a gas-phase ion, C5H12NO (charge -1). The level of theory is wB97M-V/def2-TZVPD.

Summary:
**ΔE to the lowest compared entry with this formula, charge and spin**: 59.0 kJ/mol
**SMILES string**: CC[C@@H](C)NC[O-]
**E_tot**: -327.67357 Ha
**HOMO-LUMO gap**: 0.235 hartree
**Total charge**: -1
**E_LUMO**: 4.04 eV

Last columns: bonded neighbours and bond lengths (Å).
Cartesian coordinates (Å):
1 C -1.307 0.007 1.753  C2 1.524, H8 1.083, H9 1.097, H10 1.084
2 C -0.370 0.219 0.571  C1 1.524, C3 1.533, N5 1.471, H11 1.103
3 C -0.928 -0.458 -0.686  C2 1.533, C4 1.546, H12 1.093, H13 1.088
4 C -2.098 0.276 -1.382  C3 1.546, H14 1.089, H15 1.068, H16 1.097
5 N 0.902 -0.462 0.861  C2 1.471, C6 1.546, H17 1.023
6 C 2.081 0.063 0.011  N5 1.546, O7 1.325, H18 1.112, H19 1.130
7 O 1.882 0.133 -1.297  C6 1.325
8 H -0.787 0.015 2.703  C1 1.083
9 H -1.665 -1.027 1.678  C1 1.097
10 H -2.173 0.658 1.706  C1 1.084
11 H -0.189 1.268 0.281  C2 1.103
12 H -1.234 -1.460 -0.377  C3 1.093
13 H -0.162 -0.703 -1.418  C3 1.088
14 H -2.168 1.318 -1.073  C4 1.089
15 H -1.996 0.205 -2.443  C4 1.068
16 H -3.038 -0.205 -1.087  C4 1.097
17 H 1.176 -0.090 1.774  N5 1.023
18 H 2.876 -0.670 0.273  C6 1.112
19 H 2.285 1.094 0.429  C6 1.130

Atom charges from the natural (NBO) analysis, given in e for atoms 1 to 4: number 1, C, carries -0.615; number 2, C, carries -0.066; number 3, C, carries -0.413; number 4, C, carries -0.616